Computed, not measured: 2 unconnected molecules or ions with the total composition C3H5ClN2O2, with ωB97M-V with the def2-TZVPD basis set.

Atoms and positions in Å:
1 Cl -1.98575 1.71523 -0.31757
2 O 0.97461 -0.14955 1.22361
3 O 1.16137 -0.44120 -0.89202
4 N -2.05178 -0.84937 -0.00334
5 N 1.35080 0.17941 0.12712
6 C -2.12916 -2.09878 -0.14216
7 C 2.09665 1.43772 0.01374
8 C -1.89905 0.24266 0.50733
9 H 2.25899 1.84886 1.00716
10 H 3.03877 1.23997 -0.49110
11 H -3.08094 -2.59235 -0.03442
12 H 1.51891 2.13263 -0.59372
13 H -1.25342 -2.66522 -0.40463

The charge is 0. The HOMO energy (alpha / beta) comes out at -0.2976 / -0.2976 Ha. The calculation puts the relative energy (zero: lowest compared OMol25 entry of this formula, charge and spin) at 6.570 eV. The HOMO-LUMO gap (alpha / beta) comes out at 8.4 / 8.4 eV.

These are the natural (NBO) partial charges, in e, on atoms 1 to 4: Cl 0.006; O -0.358; O -0.394; N -0.324